The following is a quantum chemistry calculation of a structure of composition C34H35BN11SiTi, from the OMol25 dataset.

Summary:
E: -3082.823663 hartree
Frontier orbital gap (alpha / beta): 5.26 / 6.91 eV
Multiplicity: 2
Charge: 0
HOMO level (alpha / beta): -5.69 / -7.34 eV
Lowest unoccupied orbital energy (alpha / beta): -0.427 / -0.437 eV

Last column: Mulliken spin population.
Geometry (Å):
Ti -0.007 -0.320 0.172  0.104
C -0.671 -0.958 -5.017  -0.001
C -0.911 -0.044 -3.975  -0.004
N -0.373 -0.464 -2.844  0.007
N 0.216 -1.643 -3.124  0.000
C 0.068 -1.958 -4.428  0.002
B 0.901 -2.376 -1.998  -0.003
N 2.502 -1.486 -0.056  0.000
C 3.318 -0.307 -0.521  -0.003
C 3.584 0.447 0.720  0.006
C 2.657 0.046 1.597  0.003
N 1.860 -1.035 1.213  -0.006
N -0.130 -3.060 -1.030  0.001
C -0.815 -4.201 -1.140  -0.001
C -1.691 -4.297 -0.069  0.001
C -1.490 -3.123 0.651  0.003
N -0.538 -2.393 0.072  -0.017
H -0.979 -0.890 -6.046  0.000
H -1.444 0.894 -3.999  0.000
H 0.493 -2.863 -4.830  0.000
H 1.665 -3.192 -2.432  0.000
H 4.150 -0.622 -1.152  0.000
H 4.278 1.261 0.833  0.001
H 2.444 0.469 2.569  -0.008
H -0.629 -4.873 -1.962  0.000
H -2.375 -5.097 0.149  0.000
H -1.967 -2.759 1.546  0.001
C 0.203 3.207 -0.315  0.007
C 1.028 2.311 -1.180  0.000
C 1.585 2.718 -2.344  0.001
C 2.230 1.754 -3.201  0.000
C 2.420 0.492 -2.800  -0.001
C 2.077 0.131 -1.409  -0.002
N 1.153 1.011 -0.743  -0.003
N 1.498 -1.252 -1.087  0.003
Si 3.332 -3.108 0.385  0.000
C 4.066 -3.830 -1.167  0.000
C 4.692 -2.588 1.534  0.000
C 2.096 -4.225 1.194  0.000
H 0.420 4.252 -0.532  0.001
H 0.403 3.010 0.740  -0.004
H -0.861 3.034 -0.488  0.007
H 1.476 3.746 -2.658  0.000
H 2.542 2.057 -4.193  0.000
H 2.876 -0.263 -3.429  0.000
H 4.510 -3.074 -1.817  0.000
H 3.343 -4.395 -1.750  0.000
H 4.868 -4.509 -0.865  0.000
H 5.478 -2.034 1.019  0.000
H 5.139 -3.504 1.934  0.000
H 4.334 -1.989 2.368  0.000
H 1.139 -4.258 0.678  0.000
H 1.915 -3.934 2.227  0.000
H 2.514 -5.235 1.177  0.000
N -5.605 7.426 3.500  0.011
C -5.053 6.478 3.159  -0.004
C -4.362 5.293 2.730  0.025
C -5.083 4.154 2.380  -0.016
C -4.413 3.018 1.963  0.057
C -3.019 2.994 1.886  0.106
C -2.311 4.140 2.260  0.064
C -2.970 5.283 2.674  -0.012
C -2.282 1.789 1.450  0.100
C -1.354 1.231 2.362  -0.094
C -1.274 1.469 3.735  0.255
C -0.391 0.516 4.274  -0.097
C 0.071 -0.245 3.229  0.218
N -0.480 0.178 2.039  -0.019
C -2.612 1.169 0.226  -0.111
C -3.685 1.431 -0.639  0.275
C -3.771 0.345 -1.524  -0.104
C -2.721 -0.498 -1.232  0.218
N -1.974 0.000 -0.200  -0.034
H -6.162 4.163 2.444  0.000
H -4.973 2.128 1.712  -0.005
H -1.230 4.128 2.221  0.000
H -2.413 6.168 2.951  0.000
H -1.854 2.199 4.275  0.019
H -0.135 0.385 5.313  -0.001
H 0.761 -1.071 3.233  0.012
H -4.359 2.268 -0.573  0.015
H -4.508 0.193 -2.296  -0.001
H -2.428 -1.407 -1.729  0.027